DFT (ωB97M-V/def2-TZVPD) results for 2 unconnected molecules or ions with the total composition C3H7N2O in a non-equilibrium geometry.

Properties
- net charge = +1
- energy relative to the best compared isomer or geometry (same formula, charge and spin) (kcal/mol) = 11.6
- calculated total energy (hartree) = -303.02161

Structure (XYZ):
```
13
C3H7N2O, DFT ωB97M-V/def2-TZVPD
O -0.938 2.272 -3.994
H -1.828 2.376 -4.403
H -0.324 2.186 -4.758
C 0.406 -0.791 2.484
C 0.039 0.361 1.807
C 0.388 -1.275 0.340
N 0.629 -1.740 1.540
N 0.167 0.082 0.443
H 0.492 -0.994 3.551
H -0.337 1.318 2.169
H 0.419 -1.790 -0.621
H 0.916 -2.697 1.813
H -0.029 0.691 -0.371
```



DFT (ωB97M-V/def2-TZVPD) results for 2 unconnected molecules or ions with the total composition C3H7N2O in a non-equilibrium geometry.

Properties
- net charge = +1
- energy relative to the best compared isomer or geometry (same formula, charge and spin) (kcal/mol) = 16.6
- calculated total energy (hartree) = -303.01350

Structure (XYZ):
```
13
C3H7N2O, DFT ωB97M-V/def2-TZVPD
C 0.406 -0.869 -1.163
C 1.028 0.180 -0.558
N 2.398 0.063 -0.811
C 2.606 -1.057 -1.497
N 1.412 -1.544 -1.809
H -0.664 -1.006 -1.228
H 0.701 1.076 -0.027
H 3.043 0.784 -0.522
H 3.461 -1.729 -1.534
H 1.236 -2.436 -2.258
H -4.970 2.085 4.549
H -5.524 2.622 3.222
O -5.132 1.833 3.636
```



DFT (ωB97M-V/def2-TZVPD) results for a gas-phase ion, C3H7N2O (charge +1) in a non-equilibrium geometry.

Properties
- net charge = +1
- energy relative to the best compared isomer or geometry (same formula, charge and spin) (kcal/mol) = 62.1
- calculated total energy (hartree) = -302.94103

Structure (XYZ):
```
13
C3H7N2O, DFT ωB97M-V/def2-TZVPD
C -2.367 0.756 -0.017
N -1.153 0.575 0.338
C -0.518 -0.691 -0.082
N 0.864 -0.586 0.349
C 1.769 0.039 -0.354
O 2.823 0.606 0.061
H -3.008 1.615 0.321
H -2.791 0.178 -0.716
H -0.466 -0.984 -1.094
H -0.866 -1.625 0.324
H 0.949 -0.810 1.311
H 1.778 0.238 -1.484
H 2.987 0.689 1.043
```



DFT (ωB97M-V/def2-TZVPD) results for a gas-phase ion, C3H7N2O (charge +1) in a non-equilibrium geometry.

Properties
- net charge = +1
- energy relative to the best compared isomer or geometry (same formula, charge and spin) (kcal/mol) = 76.8
- calculated total energy (hartree) = -302.91769

Structure (XYZ):
```
13
C3H7N2O, DFT ωB97M-V/def2-TZVPD
C 2.002 -0.129 -0.012
N 0.580 0.026 0.033
C -0.246 1.065 0.111
N -1.487 0.670 0.013
C -1.504 -0.777 -0.103
O -0.134 -1.156 0.165
H 2.383 -0.414 0.974
H 2.010 -0.978 -0.602
H 2.336 0.839 -0.503
H 0.125 2.035 0.219
H -2.378 1.217 0.292
H -2.087 -1.291 0.610
H -1.602 -1.109 -1.196
```



DFT (ωB97M-V/def2-TZVPD) results for a gas-phase ion, C3H7N2O (charge +1) in a non-equilibrium geometry.

Properties
- net charge = +1
- energy relative to the best compared isomer or geometry (same formula, charge and spin) (kcal/mol) = 84.9
- calculated total energy (hartree) = -302.90473

Structure (XYZ):
```
13
C3H7N2O, DFT ωB97M-V/def2-TZVPD
N -0.902 -1.366 -1.120
C -0.213 -0.434 -0.516
C -0.264 1.184 -0.638
C 0.623 1.090 0.693
N 0.434 -0.365 0.593
O 0.995 -1.289 1.439
H -1.660 -1.139 -1.785
H -0.688 -2.324 -0.922
H 0.152 1.573 -1.685
H -1.215 1.680 -0.585
H 1.709 1.469 0.566
H 0.461 1.537 1.701
H 0.568 -1.616 2.257
```



DFT (ωB97M-V/def2-TZVPD) results for a gas-phase ion, C3H7N2O2 (charge +1) in a non-equilibrium geometry.

Properties
- net charge = +1
- energy relative to the best compared isomer or geometry (same formula, charge and spin) (kcal/mol) = 20.0
- calculated total energy (hartree) = -378.22192

Structure (XYZ):
```
14
C3H7N2O2, DFT ωB97M-V/def2-TZVPD
H -1.163 -0.495 1.872
N -0.557 -0.278 1.087
C 0.670 -0.174 1.348
O 1.311 -0.328 2.496
C 1.615 0.190 0.221
O 0.842 0.368 -1.075
C -0.286 0.328 -1.698
N -1.562 0.014 -1.506
H 0.730 -0.544 3.243
H 2.344 -0.592 0.003
H 2.105 1.151 0.374
H -0.096 0.657 -2.730
H -2.239 0.088 -2.250
H -1.832 -0.279 -0.560
```



DFT (ωB97M-V/def2-TZVPD) results for a gas-phase ion, C3H7N2O3 (charge +1) in a non-equilibrium geometry.

Properties
- net charge = +1
- energy relative to the best compared isomer or geometry (same formula, charge and spin) (kcal/mol) = 83.6
- calculated total energy (hartree) = -453.33790

Structure (XYZ):
```
15
C3H7N2O3, DFT ωB97M-V/def2-TZVPD
C -0.173 1.292 0.331
C 1.492 -0.224 0.733
C -1.150 0.228 -0.398
N 1.214 1.027 0.144
N 0.698 -1.236 -0.028
O 1.061 -2.345 -0.318
O -1.890 -0.447 0.386
O -1.218 -0.004 -1.679
H -0.569 2.294 -0.054
H -0.425 1.250 1.441
H 2.620 -0.547 0.770
H 1.107 -0.497 1.715
H 1.423 1.096 -0.925
H -2.328 -1.252 -0.075
H -1.860 -0.636 -2.044
```



DFT (ωB97M-V/def2-TZVPD) results for 2 unconnected molecules or ions with the total composition C3H7N2O4P in a non-equilibrium geometry.

Properties
- energy relative to the best compared isomer or geometry (same formula, charge and spin) (kcal/mol) = 83.6
- calculated total energy (hartree) = -870.11863

Structure (XYZ):
```
17
C3H7N2O4P, DFT ωB97M-V/def2-TZVPD
O 1.509 -1.698 -0.455
P 1.152 -0.260 -0.048
O 1.660 0.031 1.580
O 1.958 0.923 -0.982
N -0.618 0.015 -0.009
C -1.055 1.409 -0.059
C -2.589 1.207 0.045
N -2.843 -0.239 0.128
C -1.620 -1.015 0.098
H 1.123 0.832 1.829
H 1.840 1.778 -0.486
H -0.442 2.372 -0.126
H -3.358 2.042 0.066
H -3.772 -0.663 0.228
H -1.438 -2.138 0.142
O 4.649 -2.062 -1.081
H 3.845 -2.533 -0.871
```



DFT (ωB97M-V/def2-TZVPD) results for 2 unconnected molecules or ions with the total composition C3H7N2OS in a non-equilibrium geometry.

Properties
- net charge = +1
- energy relative to the best compared isomer or geometry (same formula, charge and spin) (kcal/mol) = 0.0
- calculated total energy (hartree) = -701.22475

Structure (XYZ):
```
14
C3H7N2OS, DFT ωB97M-V/def2-TZVPD
C 2.303 1.311 0.217
C 1.754 1.464 1.448
C 0.491 0.015 -0.155
N -2.788 -1.417 -0.545
N 1.628 0.561 -0.647
O -0.358 -0.679 -0.688
S 0.253 0.613 1.526
H 3.296 1.627 0.042
H 2.213 1.808 2.359
H -3.148 -2.252 -0.061
H -2.999 -0.584 0.038
H 2.173 0.231 -1.461
H -3.068 -1.337 -1.505
H -1.749 -1.361 -0.569
```



DFT (ωB97M-V/def2-TZVPD) results for a gas-phase ion, C3H7N2S (charge +1) in a non-equilibrium geometry.

Properties
- net charge = +1
- energy relative to the best compared isomer or geometry (same formula, charge and spin) (kcal/mol) = 51.2
- calculated total energy (hartree) = -625.89065

Structure (XYZ):
```
13
C3H7N2S, DFT ωB97M-V/def2-TZVPD
N 1.190 0.494 0.489
C 0.806 -0.927 0.214
C -0.765 -0.975 0.129
S -1.738 -2.116 0.668
C -1.242 0.157 -0.653
N -0.746 1.328 -0.675
H 2.228 0.708 0.157
H 1.139 0.762 1.461
H 1.138 -1.260 -0.770
H 1.311 -1.578 1.009
H -2.236 -0.030 -0.923
H -1.257 2.116 -0.909
H 0.170 1.321 -0.197
```



DFT (ωB97M-V/def2-TZVPD) results for 2 unconnected molecules or ions with the total composition C3H7N2S in a non-equilibrium geometry.

Properties
- net charge = +1
- energy relative to the best compared isomer or geometry (same formula, charge and spin) (kcal/mol) = 55.1
- calculated total energy (hartree) = -625.88432

Structure (XYZ):
```
13
C3H7N2S, DFT ωB97M-V/def2-TZVPD
C -2.189 -1.254 0.586
C -1.337 1.119 0.352
C 3.478 -0.061 -0.027
N -1.691 0.017 0.360
N -0.896 2.306 0.291
S 2.005 0.208 0.553
H -3.051 -1.217 1.254
H -1.399 -1.850 1.045
H 4.253 -0.501 0.588
H 3.733 0.198 -1.046
H -2.465 -1.709 -0.366
H -1.426 3.055 -0.144
H 0.050 2.495 0.606
```



DFT (ωB97M-V/def2-TZVPD) results for 2 unconnected molecules or ions with the total composition C3H7N2S.

Properties
- net charge = +1
- energy relative to the best compared isomer or geometry (same formula, charge and spin) (kcal/mol) = 54.0
- calculated total energy (hartree) = -625.88616

Structure (XYZ):
```
13
C3H7N2S, DFT ωB97M-V/def2-TZVPD
C 1.732 -1.127 -0.039
C 2.929 1.041 0.130
C -2.162 0.467 -0.234
N 2.334 -0.008 -0.155
N -3.130 -0.314 0.114
S 0.097 -1.389 0.048
H 2.361 -2.013 -0.113
H 3.154 1.320 1.157
H 3.251 1.707 -0.662
H -1.839 0.507 -1.262
H -1.728 1.144 0.485
H -3.549 -0.966 -0.542
H -3.449 -0.370 1.075
```